Density functional theory data (ωB97M-V/def2-TZVPD) for a 10-piece molecular cluster, F6H18O9P overall.

Atoms and positions in Å:
P (0.204, 0.135, 0.268)
F (0.033, 0.699, -1.212)
F (-1.030, -0.929, -0.050)
F (1.249, -0.884, -0.478)
F (0.456, -0.509, 1.749)
F (1.485, 1.209, 0.389)
F (-0.806, 1.187, 0.878)
O (-2.879, -2.368, 1.897)
H (-2.469, -1.615, 1.471)
H (-2.895, -2.139, 2.826)
O (3.316, 0.880, -2.074)
H (2.549, 0.378, -1.797)
H (3.410, 0.678, -3.005)
O (1.936, 3.378, -0.862)
H (1.577, 2.637, -0.372)
H (2.043, 3.046, -1.754)
O (-2.754, 1.319, -1.213)
H (-3.286, 1.424, -0.424)
H (-2.057, 0.717, -0.953)
O (-1.281, 3.443, -2.859)
H (-0.420, 3.216, -3.211)
H (-1.623, 2.619, -2.512)
O (0.298, -3.502, -0.114)
H (1.066, -3.580, -0.680)
H (0.131, -2.560, -0.064)
O (-0.635, 2.543, 3.404)
H (-0.260, 1.777, 3.840)
H (-0.727, 2.276, 2.489)
O (3.359, -1.049, 1.875)
H (3.464, -1.984, 1.696)
H (2.497, -0.832, 1.520)
O (-2.248, -4.021, -0.467)
H (-2.409, -3.477, 0.303)
H (-1.296, -4.111, -0.504)

Summary:
energy relative to the best compared isomer or geometry (same formula, charge and spin): 51.8 kJ/mol
F_max: 0.0471 hartree/bohr
gap between HOMO and LUMO: 0.3803 Eh
lowest unoccupied orbital energy: 2.71 eV
total charge: -1
total energy: -1628.8405 a.u.